C13H52O13 | wB97M-V/def2-TZVPD

XYZ file:
```
78
Properties=species:S:1:pos:R:3:forces:R:3:lowdin_charge:R:1
C -0.067000 -4.729604 -2.318699 -0.5 0.4 0.5 -0.1355
O 0.797210 -3.768094 -1.753239 0.8 0.3 -1.0 -0.1454
H 0.134300 -4.846214 -3.383589 0.2 0.1 0.2 0.0826
H 0.005940 -5.691604 -1.811419 0.1 -0.2 -0.1 0.0780
H -1.089380 -4.366844 -2.212589 -0.3 -0.2 -0.1 0.0737
H 0.662890 -3.639954 -0.811359 -0.4 -0.3 0.7 0.0287
C -3.282750 4.469176 -0.708609 0.5 -1.1 -1.3 -0.1180
O -2.635960 3.701926 0.295861 0.0 1.0 0.8 -0.1395
H -2.950540 5.505806 -0.764609 -0.1 -0.2 0.6 0.0943
H -2.966060 4.010456 -1.645299 0.0 0.3 -0.5 0.0604
H -4.367350 4.360946 -0.714419 -0.2 0.3 0.5 0.0758
H -2.776600 2.766286 0.133351 -0.2 -0.2 -0.1 0.0181
C -2.338270 1.526366 -3.223349 -0.1 0.3 0.1 -0.1281
O -1.373190 2.395476 -3.818719 0.0 -0.5 0.4 -0.1133
H -3.266780 2.091766 -3.143989 -0.5 -0.5 -0.5 0.0736
H -2.361130 0.594486 -3.788299 -0.6 0.0 0.0 0.0882
H -2.149300 1.240406 -2.188639 0.9 0.2 0.0 0.0563
H -1.431020 2.214626 -4.759749 0.2 0.3 0.0 0.0896
C 0.528920 -0.988974 3.582451 0.1 0.2 0.0 -0.1528
O 0.051530 -0.025954 4.528881 0.2 -0.4 -0.3 -0.1115
H -0.252220 -1.285604 2.882491 -0.1 0.0 -0.1 0.0520
H 1.350410 -0.558704 3.009621 -0.2 0.3 0.1 0.0715
H 0.940150 -1.888314 4.040901 -0.1 -0.1 0.3 0.0772
H -0.394290 -0.508674 5.228761 0.0 0.1 0.1 0.0691
C -4.440440 0.694396 0.172041 -2.1 -0.1 0.3 -0.1559
O -3.133820 1.038196 0.411221 1.9 -0.2 0.0 -0.1265
H -5.053310 1.055216 0.998061 -0.4 0.5 -0.2 0.0976
H -4.745020 1.129616 -0.779749 -0.1 0.0 0.1 0.0960
H -4.678110 -0.369364 0.176811 0.5 -0.3 -0.4 0.0628
H -2.936370 0.894036 1.339571 0.2 0.0 0.1 0.1054
C 3.922970 -1.699524 1.876041 0.0 0.4 -0.7 -0.1268
O 3.997400 -1.078654 0.609861 0.5 0.4 -0.2 -0.1416
H 2.859370 -1.885744 2.024951 0.1 -0.4 0.8 0.0503
H 4.529570 -2.605084 1.886351 -0.1 -0.2 0.3 0.0831
H 4.340640 -0.977204 2.577391 -0.3 -0.2 0.3 0.0914
H 3.985750 -1.740044 -0.085859 -0.3 0.0 -0.5 0.0480
C 0.256360 -0.458254 -0.338449 -0.1 -0.1 0.6 -0.1428
O 0.388970 0.916186 -0.603589 0.1 0.2 -0.6 -0.1149
H -0.446890 -0.977894 -0.989219 -0.1 0.0 -0.3 0.0715
H 1.225010 -0.949074 -0.432909 0.0 0.2 0.1 0.0729
H -0.112790 -0.532164 0.684471 0.1 -0.6 0.2 0.0593
H -0.440470 1.335286 -0.362779 0.0 0.2 0.0 0.0413
C 1.096340 -4.493964 1.921981 -0.9 -0.1 -0.8 -0.0991
O 0.500220 -3.533834 1.034871 0.9 0.4 0.0 -0.1595
H 0.917020 -5.452044 1.434111 0.2 -0.4 0.5 0.0800
H 2.172350 -4.356954 2.029461 -0.2 0.4 0.0 0.0758
H 0.564930 -4.419584 2.870751 0.4 -0.3 0.2 0.0825
H -0.398060 -3.376624 1.334831 -0.4 0.0 0.0 0.0276
C 3.741990 -2.163104 -3.151939 0.3 -0.5 -0.4 -0.1520
O 3.201600 -2.173034 -1.871619 -0.2 0.1 1.1 -0.1384
H 3.798750 -3.167654 -3.571169 0.0 -0.3 -0.1 0.0756
H 3.109330 -1.587884 -3.827939 0.4 0.5 -0.2 0.0834
H 4.770150 -1.823964 -3.025539 -0.2 0.4 -0.5 0.0887
H 2.351550 -2.618684 -1.891889 -0.4 -0.3 0.0 0.0348
C 0.158720 3.036546 2.562751 -0.6 -1.6 1.2 -0.2134
O -0.213820 4.122086 1.861301 0.0 2.6 -1.6 -0.1080
H -0.151540 2.135636 2.033421 0.6 -0.6 -0.2 0.0636
H 1.225690 3.070146 2.783071 -0.1 -0.2 0.0 0.0910
H -0.434990 3.006756 3.476391 0.4 -0.3 0.7 0.0750
H -1.069860 3.987216 1.448261 -0.3 0.1 -0.2 0.0368
C 3.164010 2.509896 -0.155949 0.6 0.7 -1.0 -0.2022
O 4.178760 1.750046 0.413371 0.5 -0.3 0.7 -0.1124
H 2.854880 2.082126 -1.109659 -0.6 -0.3 0.2 0.0755
H 2.337540 2.748506 0.513461 -0.2 -0.2 -0.1 0.0649
H 3.644540 3.434756 -0.475049 -0.1 0.4 0.3 0.0758
H 3.922340 0.824996 0.424151 0.0 -0.4 0.0 0.0247
C 0.596190 4.316036 -1.402929 0.3 -0.6 0.8 -0.1680
O -0.036490 4.597036 -2.610309 -0.1 0.7 -0.7 -0.1144
H 0.619790 5.161286 -0.715109 -0.4 0.1 -0.1 0.0880
H 0.054230 3.472486 -0.975399 0.2 0.1 0.7 0.0589
H 1.635030 4.004776 -1.512639 0.1 0.0 -0.3 0.0565
H -0.339660 3.743856 -2.929329 -0.2 0.1 -0.5 0.0214
C -3.083740 -2.311184 0.981521 -0.5 0.9 -0.8 -0.1534
O -2.275160 -3.290974 1.616101 -0.7 0.5 -0.1 -0.1028
H -3.434250 -1.529514 1.655491 0.3 0.0 0.5 0.0708
H -2.583980 -1.782374 0.169911 0.5 -0.3 0.1 0.0763
H -4.002230 -2.701274 0.542981 0.0 -0.6 0.0 0.0844
H -2.880480 -3.590654 2.298291 0.5 -0.6 0.4 0.0950
```
Positions in Å, forces in eV/Å.

Values from the calculation:
- HOMO energy (eV) = -8.819